1.
A gas-phase ion, C3H8N5S (charge +1) at a distorted geometry. Source: the OMol25 dataset; level of theory: ωB97M-V/def2-TZVPD.

Its net charge is +1. For the lowest unoccupied orbital energy, the calculation gives -5.021 eV. The highest occupied orbital energy is -13.00 eV. The energy relative to the best compared isomer or geometry (same formula, charge and spin) is 4.5591 eV. The value obtained for the strongest force on any atom is 3.41 eV/A. As for the HOMO-LUMO gap: 7.975 eV.

```
17
C3H8N5S | the OMol25 dataset | ωB97M-V/def2-TZVPD
C 0.932 0.744 0.066
C -0.060 1.877 -0.258
C 1.218 -1.518 0.540
N -3.486 -1.762 -0.252
N -2.708 -0.901 -0.124
N 0.411 -0.405 0.282
N -2.011 0.020 -0.217
N 2.181 1.225 -0.228
S -1.740 1.561 0.425
H 0.086 2.956 0.145
H -0.346 1.985 -1.384
H 1.277 -1.885 1.610
H 0.662 -2.330 0.155
H 2.182 -1.584 -0.028
H -3.692 -2.460 0.465
H 2.355 2.062 -0.793
H 2.740 0.415 -0.403
```

---

2.
A molecular structure, C3H8NO at a distorted geometry. Source: the OMol25 dataset; level of theory: ωB97M-V/def2-TZVPD.

Its net charge is -1. For the lowest unoccupied orbital energy, the calculation gives 3.766 eV. The highest occupied orbital energy is -2.00 eV. The energy relative to the best compared isomer or geometry (same formula, charge and spin) is 3.8895 eV. The value obtained for the strongest force on any atom is 3.88 eV/A. As for the HOMO-LUMO gap: 5.770 eV.

```
13
C3H8NO | the OMol25 dataset | ωB97M-V/def2-TZVPD
C 2.400 0.666 -0.230
N 0.831 0.739 0.614
C -0.003 -0.130 -0.199
C -1.468 -0.245 0.329
O -2.178 -1.102 -0.426
H 2.368 0.748 -1.317
H 2.622 -0.339 0.123
H 3.113 1.275 0.327
H 1.256 1.354 -0.129
H 0.339 -1.190 -0.171
H -0.055 0.026 -1.281
H -1.889 0.794 0.331
H -1.390 -0.568 1.402
```

---

3.
A molecular structure, C3H8NO at a distorted geometry. Source: the OMol25 dataset; level of theory: ωB97M-V/def2-TZVPD.

Its net charge is -1. For the lowest unoccupied orbital energy, the calculation gives 4.077 eV. The highest occupied orbital energy is -1.06 eV. The energy relative to the best compared isomer or geometry (same formula, charge and spin) is 5.3678 eV. The value obtained for the strongest force on any atom is 4.28 eV/A. As for the HOMO-LUMO gap: 5.135 eV.

```
13
C3H8NO | the OMol25 dataset | ωB97M-V/def2-TZVPD
C 0.861 0.725 -0.255
C -0.406 0.722 0.580
C -1.624 0.592 -0.280
O -2.816 0.830 -0.019
N 2.007 -0.197 0.192
H 0.789 -0.112 -0.977
H 1.039 1.714 -0.694
H -0.396 1.099 1.590
H -1.040 -0.351 0.404
H -1.289 0.485 -1.330
H 0.832 -2.664 -0.255
H 1.581 -0.721 0.955
H 0.463 -2.121 0.091
```

---

4.
2 unconnected molecules or ions with the total composition C3H8NO at a distorted geometry. Source: the OMol25 dataset; level of theory: ωB97M-V/def2-TZVPD.

Its net charge is -1. For the lowest unoccupied orbital energy, the calculation gives 4.379 eV. The highest occupied orbital energy is -2.11 eV. The energy relative to the best compared isomer or geometry (same formula, charge and spin) is 0.7601 eV. The value obtained for the strongest force on any atom is 1.95 eV/A. As for the HOMO-LUMO gap: 6.488 eV.

```
13
C3H8NO | the OMol25 dataset | ωB97M-V/def2-TZVPD
C 1.446 0.961 1.227
O 0.562 1.958 0.870
H 1.082 -0.036 1.539
H 2.002 1.295 2.122
H 2.168 0.703 0.421
C -1.098 -1.825 -0.896
C -0.635 -0.575 -1.213
N -1.121 0.611 -0.731
H -1.812 -1.753 -0.064
H -0.821 -2.730 -1.417
H 0.380 -0.494 -1.623
H -2.058 0.334 -0.434
H -0.094 1.551 0.199
```

---

5.
2 unconnected molecules or ions with the total composition C3H8NO at a distorted geometry. Source: the OMol25 dataset; level of theory: ωB97M-V/def2-TZVPD.

Its net charge is -1. For the lowest unoccupied orbital energy, the calculation gives 4.520 eV. The highest occupied orbital energy is -2.00 eV. The energy relative to the best compared isomer or geometry (same formula, charge and spin) is 4.6043 eV. The value obtained for the strongest force on any atom is 3.99 eV/A. As for the HOMO-LUMO gap: 6.519 eV.

```
13
C3H8NO | the OMol25 dataset | ωB97M-V/def2-TZVPD
C -0.084 -0.279 -0.833
N -1.254 -0.757 -1.807
C -0.355 1.216 -0.384
C 0.226 0.503 0.733
O 1.390 0.672 1.151
H -0.522 -1.205 -0.435
H 1.598 -1.268 2.189
H 0.909 -0.375 -1.252
H -1.856 0.070 -1.911
H 0.246 1.829 -1.043
H -1.414 1.445 -0.322
H 1.636 -1.959 2.494
H -0.522 0.108 1.420
```

---

6.
A gas-phase ion, C3H8NO (charge +1) at a distorted geometry. Source: the OMol25 dataset; level of theory: ωB97M-V/def2-TZVPD.

Its net charge is +1. Its structure (SMILES) is C[N@H+]1C[C@@H]1O. For the lowest unoccupied orbital energy, the calculation gives -3.555 eV. The highest occupied orbital energy is -16.17 eV. The energy relative to the best compared isomer or geometry (same formula, charge and spin) is 1.7946 eV. The value obtained for the strongest force on any atom is 6.77 eV/A. As for the HOMO-LUMO gap: 12.611 eV.

```
13
C3H8NO | the OMol25 dataset | ωB97M-V/def2-TZVPD
C 1.370 -0.346 0.296
N 0.047 0.227 0.355
C -0.527 0.641 -0.871
C -1.211 -0.417 -0.144
O -2.206 -0.339 0.744
H 1.831 -0.545 1.252
H 1.433 -1.158 -0.371
H 2.048 0.390 -0.202
H -0.024 0.788 1.225
H -0.062 0.538 -1.739
H -1.093 1.604 -0.796
H -1.055 -1.483 -0.428
H -2.275 0.515 1.057
```

---

7.
A molecular structure, C3H8NO at a distorted geometry. Source: the OMol25 dataset; level of theory: ωB97M-V/def2-TZVPD.

Its net charge is +1. For the lowest unoccupied orbital energy, the calculation gives -5.544 eV. The highest occupied orbital energy is -16.23 eV. The energy relative to the best compared isomer or geometry (same formula, charge and spin) is 3.5089 eV. The value obtained for the strongest force on any atom is 5.92 eV/A. As for the HOMO-LUMO gap: 10.681 eV.

```
13
C3H8NO | the OMol25 dataset | ωB97M-V/def2-TZVPD
C 0.858 0.962 -0.103
C -1.495 0.561 0.013
C 0.012 -1.370 -0.028
N -0.145 0.113 -0.090
O 2.493 0.172 -0.282
H 1.043 2.033 0.262
H -1.709 1.656 0.237
H -2.013 0.111 0.839
H -2.086 0.155 -0.773
H 1.013 -1.662 0.210
H -0.365 -2.000 -0.749
H -0.709 -1.668 0.687
H 3.102 0.936 -0.224
```

---

8.
2 unconnected molecules or ions with the total composition C3H8NO at a distorted geometry. Source: the OMol25 dataset; level of theory: ωB97M-V/def2-TZVPD.

Its net charge is +1. For the lowest unoccupied orbital energy, the calculation gives -6.153 eV. The highest occupied orbital energy is -13.88 eV. The energy relative to the best compared isomer or geometry (same formula, charge and spin) is 2.8550 eV. The value obtained for the strongest force on any atom is 5.25 eV/A. As for the HOMO-LUMO gap: 7.727 eV.

```
13
C3H8NO | the OMol25 dataset | ωB97M-V/def2-TZVPD
C -1.410 -1.255 1.800
N -1.267 -0.562 0.677
H -2.233 -0.914 2.466
H -0.686 -2.021 1.897
H -0.293 -0.666 0.085
H -1.991 -0.437 0.046
C 0.943 1.326 -1.827
C 1.064 0.989 -0.525
O 1.310 -0.397 -0.182
H 0.804 2.409 -1.988
H 0.871 0.553 -2.654
H 0.653 1.551 0.286
H 2.237 -0.577 -0.081
```

---

9.
2 unconnected molecules or ions with the total composition C3H8NO at a distorted geometry. Source: the OMol25 dataset; level of theory: ωB97M-V/def2-TZVPD.

Its net charge is +1. For the lowest unoccupied orbital energy, the calculation gives -5.103 eV. The highest occupied orbital energy is -14.90 eV. The energy relative to the best compared isomer or geometry (same formula, charge and spin) is 2.0446 eV. The value obtained for the strongest force on any atom is 3.00 eV/A. As for the HOMO-LUMO gap: 9.800 eV.

```
13
C3H8NO | the OMol25 dataset | ωB97M-V/def2-TZVPD
C -0.293 0.881 -0.230
C -0.607 -0.219 -0.860
C 1.946 2.000 0.182
N 1.210 0.982 0.017
H -0.782 1.685 0.320
H -0.108 -1.195 -0.980
H -1.618 -0.489 -1.171
H 2.984 1.937 0.470
H 1.585 3.024 0.097
H 1.584 0.072 0.355
H -1.676 -3.421 0.240
H -2.597 -2.685 0.830
O -1.629 -2.572 0.729
```

---

10.
A gas-phase ion, C3H8NO (charge +1) at a distorted geometry. Source: the OMol25 dataset; level of theory: ωB97M-V/def2-TZVPD.

Its net charge is +1. For the lowest unoccupied orbital energy, the calculation gives -8.257 eV. The highest occupied orbital energy is -14.51 eV. The energy relative to the best compared isomer or geometry (same formula, charge and spin) is 4.4361 eV. The value obtained for the strongest force on any atom is 4.13 eV/A. As for the HOMO-LUMO gap: 6.251 eV.

```
13
C3H8NO | the OMol25 dataset | ωB97M-V/def2-TZVPD
C 0.824 0.026 0.681
C -0.249 0.736 -0.063
C -1.268 -0.138 -0.722
O -1.804 -1.138 0.074
N 1.983 -0.080 -0.195
H 0.999 0.492 1.683
H 0.612 -1.044 0.835
H -0.551 1.789 0.312
H -0.911 -0.860 -1.574
H -2.075 0.561 -1.155
H 1.988 0.633 -0.970
H -2.462 -0.835 0.811
H 2.913 -0.142 0.284
```